# 1
ORCA calculation (wB97M-V/def2-TZVPD) on H8LiO4 as an isolated structure in a non-equilibrium geometry.

CARTESIAN COORDINATES (ANGSTROEM)
Li 0.3479 0.1195 -0.2736
O -1.1921 -1.2685 0.1594
H -2.0961 -1.0335 0.4324
H -1.3031 -1.2355 -0.7706
O 0.0679 0.8905 1.5144
H 0.5609 0.3065 2.1794
H 0.5309 1.6205 1.2804
O 1.0609 -1.4785 -0.6686
H 0.8399 -2.0395 -1.3196
H 1.8119 -1.9775 -0.1136
O -0.1071 1.6715 -0.6076
H 0.0849 2.6035 -0.3366
H -0.6071 1.8215 -1.4756

Results
spin multiplicity	1
total charge	+1
molecular weight	79.001	Da
HOMO level	-16.15	eV
maximum force	7.14	eV/A
energy	-313.08333	Ha
HOMO-LUMO gap	12.33	eV

---

# 2
ORCA calculation (wB97M-V/def2-TZVPD) on a 2-piece molecular cluster, H8N2Si2 overall in a non-equilibrium geometry.

CARTESIAN COORDINATES (ANGSTROEM)
N -0.0489 -1.3904 -0.0083
N -0.0965 0.0842 -0.0638
Si -1.7284 0.6034 -0.0523
Si 1.5103 0.6428 -0.0699
H 0.4499 -1.7927 0.7488
H 0.3902 -1.6135 -0.8353
H -1.9432 0.8968 -1.5178
H -2.6652 -0.5638 0.6073
H -1.8691 1.8137 0.6590
H 2.1322 0.0776 -1.2080
H 1.8579 1.9346 0.4748
H 2.0107 -0.6926 1.2655

Results
spin multiplicity	1
total charge	0
molecular weight	92.250	Da
HOMO level	-9.15	eV
maximum force	4.93	eV/A
energy	-693.17255	Ha
HOMO-LUMO gap	9.68	eV

---

# 3
ORCA calculation (wB97M-V/def2-TZVPD) on a 2-piece molecular cluster, H8N2Si2 overall in a non-equilibrium geometry.

CARTESIAN COORDINATES (ANGSTROEM)
N 1.2381 1.2747 0.4204
N -0.6542 -1.4852 0.3215
Si 0.9740 1.4559 -1.2913
Si -1.8634 -1.7078 1.3377
H 2.1294 1.0822 0.6482
H 0.5506 0.6374 0.7368
H 0.1771 -1.9095 -0.1261
H 0.4278 0.1939 -1.6895
H 0.0280 2.3922 -1.9670
H 2.2928 1.5056 -2.0355
H -2.7110 -2.8957 1.8727
H -2.5890 -0.5434 1.7720

Results
spin multiplicity	1
total charge	0
molecular weight	92.250	Da
HOMO level	-9.48	eV
SMILES	N=[SiH2].N[SiH3]
maximum force	4.60	eV/A
energy	-693.20824	Ha
HOMO-LUMO gap	9.31	eV

---

> Which value of total charge does entry 2 give?

0

---

> Which value of energy does entry 2 give?

-693.17255 Ha

---

> Look up the energy of the first one.

-313.08333 Ha